1.
C3H4O3 | ωB97M-V/def2-TZVPD

Structure (XYZ):
```
10
Properties=species:S:1:pos:R:3:forces:R:3:mulliken_charge:R:1
O -0.8666 1.7269 -0.5683 0.086 -0.158 0.197 -0.376
C -0.5846 0.4545 -0.5016 -0.175 0.157 -0.149 -0.123
C -0.2995 -0.2487 0.7568 0.024 0.254 0.031 0.374
O -1.4852 -0.7424 0.8150 0.004 0.023 0.065 -0.634
C 1.4364 -0.8549 -0.6373 0.073 -0.271 0.422 -0.334
O 0.8790 -1.1957 0.4646 0.058 0.027 -0.493 -0.237
H -0.5350 2.1904 0.2187 -0.057 -0.041 -0.133 0.360
H -0.9003 -0.1143 -1.3626 0.057 0.004 0.124 0.368
H 0.0849 0.3614 1.6012 0.004 -0.143 -0.100 0.395
H 2.2710 -1.5772 -0.7865 -0.073 0.148 0.035 0.208
```
Positions in Å, forces in eV/Å.

## Properties
electronic energy	-9312.8979	eV
ΔE to the lowest compared entry with this formula, charge and spin	133.8	kcal/mol

2.
C18H46NO7 | ωB97M-V/def2-TZVPD

Structure (XYZ):
```
72
Properties=species:S:1:pos:R:3:forces:R:3:mulliken_charge:R:1
C -0.3555 6.2604 1.0166 0.105 0.199 0.047 -0.719
O -0.0073 5.8937 -0.2992 -0.063 0.006 0.082 -0.465
C 0.2268 4.5325 -0.5495 0.032 -0.172 -0.362 -0.135
C 1.7284 4.1529 -0.5695 -0.055 0.069 -0.119 -0.620
C 2.6747 5.1133 0.1532 0.208 -0.176 -0.040 -0.764
C 2.7401 5.0307 1.6790 0.045 0.076 0.062 -0.540
C 2.8619 3.6295 2.2540 0.215 0.277 0.457 -0.655
N 1.5269 2.8980 2.2064 0.236 -0.374 -0.200 -0.102
H 0.3866 6.9554 1.4248 -0.057 -0.049 -0.030 0.280
H -0.4122 5.3875 1.6824 -0.123 0.053 -0.031 0.268
H -1.3222 6.7667 1.0153 -0.012 -0.102 0.011 0.308
H -0.3681 3.8942 0.1247 0.023 0.118 0.128 0.337
H -0.1700 4.3260 -1.5446 -0.090 -0.076 0.121 0.197
H 1.8538 3.1165 -0.2230 0.050 0.109 -0.156 0.303
H 2.0444 4.1243 -1.6138 -0.006 0.019 0.066 0.456
H 3.6843 4.9212 -0.2247 -0.068 -0.001 0.033 0.445
H 2.4316 6.1356 -0.1416 -0.009 -0.059 0.050 0.309
H 3.6288 5.5750 2.0112 -0.086 -0.019 0.020 0.372
H 1.8965 5.5323 2.1702 0.082 -0.102 -0.105 0.220
H 3.1374 3.6929 3.3077 -0.078 -0.079 -0.079 0.447
H 3.6151 3.0126 1.7642 -0.195 0.005 -0.158 0.305
H 0.8034 3.5014 1.8079 -0.073 0.012 0.080 0.018
H 1.2374 2.5699 3.1264 -0.086 0.080 0.038 0.414
H 1.5803 2.0700 1.6086 -0.080 -0.086 0.038 0.329
C -2.7309 2.4801 -2.7371 0.050 0.063 -0.070 -0.896
O -1.5420 1.9859 -2.1344 -0.124 -0.013 0.109 -0.222
C -1.7824 0.8774 -1.2801 0.258 0.045 -0.038 -0.417
C -1.3795 -0.4277 -1.9333 -0.208 -0.181 0.033 -0.080
O -2.2102 -0.7316 -3.0409 0.176 0.244 0.018 -0.410
C -1.5909 -0.4624 -4.2897 -0.071 -0.065 -0.023 -0.797
H -2.4353 3.1907 -3.5069 0.019 0.010 0.020 0.261
H -3.3072 1.6757 -3.1980 0.005 0.000 0.007 0.378
H -3.3553 2.9960 -2.0004 -0.023 -0.026 0.000 0.351
H -2.8327 0.8431 -0.9784 -0.031 -0.027 -0.019 0.434
H -1.1770 1.0138 -0.3735 -0.003 -0.011 0.006 0.042
H -1.4809 -1.2393 -1.2044 0.001 -0.006 -0.005 0.097
H -0.3285 -0.3891 -2.2371 0.012 0.039 -0.011 0.316
H -0.7721 -1.1662 -4.4750 0.015 0.029 -0.001 0.343
H -1.2045 0.5583 -4.3363 0.010 0.004 0.006 0.346
H -2.3467 -0.5923 -5.0618 -0.008 -0.025 0.023 0.256
C -2.1383 -3.8597 -2.2297 -0.114 -0.015 0.079 -0.787
O -0.9329 -4.1025 -1.5277 0.046 -0.054 -0.139 -0.253
C -1.0343 -5.0899 -0.5146 0.112 0.278 0.213 -0.248
C -0.3543 -6.3826 -0.9013 -0.094 -0.105 -0.049 -0.756
O -1.0347 -7.0251 -1.9627 0.005 0.074 -0.031 -0.366
C -0.4172 -6.8516 -3.2249 -0.018 -0.017 0.004 -0.655
H -1.9113 -3.2003 -3.0613 0.040 0.028 -0.012 0.108
H -2.5917 -4.7779 -2.6118 0.071 -0.058 0.053 0.439
H -2.8595 -3.3503 -1.5798 -0.071 -0.035 -0.052 0.365
H -2.0792 -5.2822 -0.2539 -0.036 -0.011 -0.084 0.417
H -0.5458 -4.6723 0.3742 0.025 -0.149 0.069 0.157
H -0.3658 -7.0593 -0.0416 0.013 0.022 0.009 0.409
H 0.6898 -6.1910 -1.1697 0.011 0.011 -0.001 0.347
H 0.5192 -7.4167 -3.2808 0.019 0.029 -0.009 0.324
H -0.2145 -5.7976 -3.4321 0.007 0.001 -0.003 0.247
H -1.1033 -7.2362 -3.9768 -0.003 -0.026 0.018 0.241
C 1.6901 -1.9536 1.4058 -0.060 -0.029 -0.133 -0.746
O 0.9096 -0.9426 2.0356 0.043 0.199 0.067 -0.167
C -0.3897 -1.4005 2.4027 -0.008 0.125 0.008 0.028
C -0.4761 -1.7618 3.8699 -0.020 -0.170 0.010 -0.733
O 0.3256 -2.8848 4.1778 0.075 0.071 -0.066 -0.366
C 1.5446 -2.5662 4.8244 -0.057 -0.037 0.026 -0.665
H 2.7100 -1.5849 1.3067 -0.036 0.065 0.011 0.241
H 1.7007 -2.8714 1.9954 -0.008 0.008 0.004 0.361
H 1.2851 -2.1656 0.4112 0.058 -0.084 0.003 0.194
H -0.6718 -2.2631 1.7925 0.009 -0.006 -0.019 -0.042
H -1.0994 -0.5938 2.1904 -0.006 -0.010 -0.002 0.338
H -1.5129 -2.0196 4.1047 -0.009 0.036 0.003 0.412
H -0.1932 -0.9033 4.4896 0.005 0.016 0.007 0.323
H 1.3633 -2.2261 5.8489 0.020 0.032 -0.001 0.330
H 2.1002 -1.7966 4.2809 0.012 0.004 -0.003 0.246
H 2.1405 -3.4756 4.8584 -0.021 -0.011 0.011 0.250
```
Positions in Å, forces in eV/Å.

## Properties
electronic energy	-35223.8658	eV
net charge	+1
ΔE to the lowest compared entry with this formula, charge and spin	0.0	kcal/mol

3.
C6H16N2 | ωB97M-V/def2-TZVPD

Structure (XYZ):
```
24
Properties=species:S:1:pos:R:3:forces:R:3:mulliken_charge:R:1
C 0.3623 -2.5440 2.4134 3.547 -1.333 1.240 -0.960
C -0.3436 -1.5556 1.5883 3.914 2.324 -1.711 -0.609
C 0.6213 -1.0129 0.2431 -2.490 3.981 3.455 -0.046
C 1.3235 -1.9294 -0.7084 -2.632 -3.401 0.945 -1.411
N -0.3775 0.0086 -0.2238 -0.349 -0.755 -1.437 -0.151
C 0.1531 1.2787 -0.7147 -2.787 0.970 1.196 -0.481
C -1.0881 2.3156 -0.9167 0.034 -3.503 -0.209 -0.591
N -0.6493 3.5057 -1.6246 -0.450 -1.600 3.836 -0.465
H 0.4747 -3.5753 1.8869 -0.834 1.494 1.228 0.234
H 1.5226 -2.2596 2.4436 -2.284 -0.280 0.257 0.226
H 0.0401 -2.5632 3.5140 0.274 -0.495 -1.685 0.315
H -1.2458 -1.8599 1.2604 -2.977 -1.602 -1.674 0.483
H -0.6424 -0.5814 2.0202 0.914 -0.510 0.324 0.358
H 1.3310 -0.2498 0.8210 -0.712 -2.101 -1.219 0.295
H 2.1616 -2.2914 -0.1536 0.933 -0.448 -0.227 0.340
H 0.6428 -2.8719 -0.8982 0.942 1.269 0.929 0.267
H 1.4888 -1.7939 -1.7449 0.718 1.665 -0.801 0.421
H -1.0696 -0.3985 -0.9047 1.072 0.524 0.860 0.251
H 0.7835 1.7142 0.1044 0.074 -0.404 -1.332 0.273
H 0.4793 1.1801 -1.7211 1.611 0.228 -0.696 0.250
H -1.8692 1.6366 -1.4760 1.189 1.457 0.299 0.199
H -1.6080 2.3440 0.0569 0.507 1.122 -0.249 0.418
H -0.8643 4.3491 -1.1376 -0.133 0.557 -0.942 0.195
H -0.6088 3.3072 -2.5627 -0.082 0.842 -2.389 0.187
```
Positions in Å, forces in eV/Å.

## Properties
electronic energy	-9458.4585	eV
SMILES	CC[C@@H](C)NCCN
ΔE to the lowest compared entry with this formula, charge and spin	83.4	kcal/mol

4.
C14H17AgBrN4 | ωB97M-V/def2-TZVPD

Structure (XYZ):
```
37
Properties=species:S:1:pos:R:3:forces:R:3:mulliken_charge:R:1
Ag -0.8485 1.9564 -0.9287 0.103 0.014 0.603 0.433
C -2.5120 -3.7573 0.0157 0.026 -0.057 0.132 -1.361
C -2.4401 -2.5836 -0.9020 -0.021 0.210 -0.237 0.650
C -3.0284 -2.5660 -2.1632 0.156 0.206 0.224 -0.281
C -3.0049 -1.4042 -2.9210 0.039 0.235 -0.090 -0.579
C -2.3768 -0.2978 -2.3781 0.063 -0.173 0.185 0.394
Br -2.3265 1.3873 -3.2721 -0.167 -0.210 -0.119 -0.133
N -1.7660 -0.3019 -1.2017 -0.202 0.305 -0.420 -0.042
C -1.7970 -1.4194 -0.4915 -0.102 -0.280 0.014 -0.743
H -2.9749 -4.6134 -0.4661 0.002 -0.068 0.003 0.368
H -3.1017 -3.4928 0.8935 -0.067 -0.093 0.034 0.309
H -1.5224 -4.0390 0.3699 0.060 -0.090 -0.012 0.357
H -3.5108 -3.4494 -2.5550 -0.074 -0.066 0.001 0.400
H -3.4692 -1.3601 -3.8928 -0.025 0.030 -0.073 0.412
H -1.2855 -1.3849 0.4585 0.068 -0.009 0.190 0.535
C 4.2740 0.0952 -2.1747 0.056 -0.040 -0.069 -1.093
C 3.0588 0.2988 -3.0872 0.882 -0.491 -0.454 -0.241
C 2.0130 0.9808 -2.3994 -0.920 0.602 0.574 -0.017
N 1.2023 1.5415 -1.8135 0.260 -0.082 -0.269 -0.064
H 5.0850 -0.3276 -2.7594 0.082 -0.056 -0.006 0.328
H 4.0398 -0.5902 -1.3629 -0.005 0.031 0.041 0.319
H 4.6107 1.0413 -1.7569 0.000 0.009 0.022 0.338
H 2.6802 -0.6637 -3.4384 -0.020 0.077 -0.050 0.243
H 3.3332 0.8908 -3.9634 -0.055 -0.049 0.003 0.273
N 1.2957 1.4564 5.0778 0.150 -0.007 0.370 -0.460
C 0.7281 1.7249 3.8880 -0.174 0.080 -0.561 1.271
C -0.4356 1.0664 3.4588 0.092 0.036 0.051 -0.667
C -0.9268 1.3092 2.1999 0.030 0.102 0.024 -0.489
N -0.3791 2.1738 1.3356 -0.155 0.051 -0.194 -0.390
C 0.6985 2.8454 1.7641 -0.057 -0.023 -0.001 -0.365
C 1.2810 2.6570 2.9937 -0.073 -0.112 0.133 -0.621
H 0.8282 0.8644 5.7410 0.046 0.033 0.000 0.202
H 2.0816 1.9920 5.4051 -0.094 -0.041 -0.012 0.200
H -0.9421 0.3737 4.1113 -0.066 -0.135 0.057 0.294
H -1.8168 0.7978 1.8609 -0.075 -0.058 -0.024 0.531
H 1.0982 3.5792 1.0791 0.127 0.002 -0.048 0.374
H 2.1569 3.2190 3.2749 0.109 0.118 -0.024 0.315
```
Positions in Å, forces in eV/Å.

## Properties
electronic energy	-94791.1457	eV
net charge	+1
ΔE to the lowest compared entry with this formula, charge and spin	6.3	kcal/mol

Number 1: orbital gap 9.0 eV. Number 2: orbital gap 7.6 eV. Number 3: orbital gap 9.3 eV. Number 4: orbital gap 9.3 eV.